{"formula": "C7H11Cl2N4O", "method": "wB97M-V/def2-TZVPD", "symbols": ["Cl", "N", "C", "N", "C", "N", "C", "Cl", "N", "C", "C", "O", "C", "C", "H", "H", "H", "H", "H", "H", "H", "H", "H", "H", "H"], "positions_angstrom": [[-2.477428, -2.143985, -0.692473], [-1.551505, -1.074022, 0.225493], [-1.873790, -0.856737, 1.474507], [-1.247490, 0.076737, 2.208611], [-0.923883, 1.180177, 1.839023], [-1.240032, 1.856536, 0.594600], [-0.857806, 1.325087, -0.602787], [-2.034161, 1.685686, -1.777133], [0.310018, 0.813025, -0.833347], [1.324388, 0.725023, 0.291871], [1.610867, -0.695119, 0.681126], [1.987818, -1.451124, -0.512725], [1.018161, -1.433697, -1.494840], [0.723188, -0.021079, -1.958605], [-2.586252, -1.432387, 2.035019], [-0.499892, 1.830481, 2.711569], [-1.894941, 2.523727, 0.627984], [1.247223, 1.222251, 1.258570], [2.277567, 0.965595, -0.189050], [2.572945, -0.772768, 1.188293], [0.955046, -1.263213, 1.224887], [0.107701, -1.824353, -1.036476], [1.495009, -1.930860, -2.256218], [1.579952, 0.518353, -2.327682], [-0.022693, 0.176656, -2.680222]], "forces_ev_per_a": [[-0.2, -0.4, 0.3], [-0.5, 1.2, 2.0], [-0.5, -1.9, -2.9], [0.1, -3.1, 1.2], [1.0, 5.8, 1.7], [4.3, -4.6, 0.4], [-0.7, 1.2, 0.5], [0.4, -0.5, -0.8], [0.1, 0.3, 2.9], [1.1, -0.9, -0.5], [3.0, -1.0, -2.6], [0.6, 0.9, 1.5], [-1.3, 1.3, 1.6], [0.1, 1.4, 0.2], [-0.6, -0.3, 0.0], [-0.5, -0.6, -2.1], [-3.0, 3.0, 0.0], [-0.7, 0.9, -0.7], [-0.3, 0.7, 0.1], [-0.2, 0.7, 0.6], [-2.2, -1.0, 1.3], [0.0, -0.6, -0.9], [0.2, -1.6, -2.2], [0.8, -0.3, -0.3], [-0.9, -0.8, -1.1]], "total_charge": 1, "molar_mass_da": 238.1, "homo_energy_ev": -13.45, "e_lumo_ha": -0.1508, "smiles": "Cl/N=C/N=C\\[NH+]=C(\\Cl)N1CCOCC1", "relative_energy_ev": 1.652, "orbital_gap_ev": 9.34, "energy_ev": -40479.7266}